A cluster of 12 separate species, C32H96N8O12 in total in a non-equilibrium geometry, computed with the ωB97M-V functional and the def2-TZVPD basis.

XYZ file:
```
148
Properties=species:S:1:pos:R:3:lowdin_charge:R:1
O 0.351 1.171 -2.162 -0.261
O -1.499 2.427 -4.737 -0.184
O 0.602 -1.074 -3.814 -0.057
O 3.549 1.183 5.745 -0.181
O 2.609 -3.405 -0.082 -0.088
O -4.556 -1.890 1.604 -0.092
O -4.164 -1.568 -2.678 -0.167
O -4.560 -2.921 6.190 -0.192
O 2.246 3.642 -6.553 -0.173
O 1.781 4.820 1.072 -0.170
O 1.837 -3.432 5.364 -0.206
O 3.026 -2.278 2.546 -0.061
N 5.309 2.938 -4.695 0.032
N -0.842 5.937 1.140 0.047
N 2.308 0.517 2.313 0.044
N -3.161 -3.201 3.863 0.040
N -0.615 -0.645 -6.529 0.045
N 0.674 -1.275 0.563 0.051
N -4.731 -3.736 -4.577 0.035
N 0.030 -3.538 3.228 0.060
C 0.996 0.899 4.352 -0.048
C -2.891 -2.065 4.797 -0.416
C 3.813 1.196 -5.583 -0.058
C 0.004 -0.417 -0.445 -0.394
C -1.180 1.415 -7.619 -0.051
C 2.336 1.099 3.672 -0.411
C -0.743 0.813 -6.291 -0.415
C -2.321 -3.782 -5.030 -0.070
C -1.189 0.302 0.180 -0.039
C 4.631 0.704 6.535 -0.095
C 4.259 2.643 -5.693 -0.440
C -0.578 4.521 0.856 -0.417
C 3.025 4.364 1.507 -0.109
C -3.394 -3.346 -4.042 -0.438
C 0.702 4.066 1.533 -0.242
C -1.685 1.077 -5.145 -0.195
C -4.111 -1.720 5.585 -0.195
C 0.995 0.531 -1.079 -0.199
C -5.393 -2.704 7.289 -0.124
C -0.509 4.297 -0.633 -0.068
C 3.127 3.612 -5.452 -0.217
C 1.038 4.327 -6.385 -0.115
C -2.049 2.697 -3.474 -0.128
C 3.471 0.516 4.510 -0.231
C 2.532 -2.847 6.436 -0.104
C -2.109 -0.949 4.133 -0.062
C -3.331 -1.876 -3.765 -0.232
C -0.166 -4.321 4.476 -0.410
C -4.042 -0.235 -2.266 -0.103
C 0.443 -5.718 4.418 -0.044
C 0.441 -3.482 5.591 -0.205
C 1.139 2.191 -2.801 -0.064
H 0.577 4.099 2.637 0.128
H 0.313 3.925 -5.664 0.070
H -0.065 -1.710 1.104 0.070
H -1.603 3.661 -3.192 0.076
H 0.121 -0.793 -7.211 0.069
H -1.370 3.890 1.266 0.141
H 2.687 3.431 -4.463 0.108
H -4.054 -2.305 0.896 0.019
H 3.447 0.876 -4.611 0.061
H 3.156 -3.037 3.127 0.052
H 0.443 -6.240 5.376 0.083
H -4.921 -1.342 4.948 0.141
H 0.890 -1.500 -3.001 0.030
H -5.410 -3.398 -3.898 0.065
H -4.748 -0.011 -1.472 0.096
H 1.872 -0.043 -1.418 0.134
H -4.164 0.459 -3.106 0.081
H 2.094 -2.567 -0.075 -0.001
H -0.160 -6.308 3.727 0.081
H -1.468 1.204 -0.375 0.062
H -0.050 -2.499 5.636 0.111
H -0.524 3.221 -0.848 0.050
H 3.372 -0.574 4.613 0.112
H 4.631 2.772 -6.717 0.140
H 2.278 -3.366 7.369 0.093
H -0.917 0.735 1.150 0.076
H 5.565 0.671 5.959 0.088
H 0.948 -3.109 3.334 0.043
H 0.378 -0.161 -3.544 0.018
H -3.876 -0.997 6.375 0.131
H 0.193 1.348 3.772 0.071
H 2.984 -2.655 1.651 0.012
H -5.729 -3.649 7.705 0.087
H 0.884 2.970 1.489 0.107
H 4.399 0.689 3.942 0.130
H -3.262 -3.959 -3.139 0.135
H -3.290 -4.019 4.458 0.078
H 1.228 -0.658 1.164 0.029
H 3.037 1.066 -6.346 0.079
H -0.760 0.911 -8.486 0.074
H -2.311 -4.861 -5.194 0.072
H 4.413 -0.278 6.955 0.077
H 2.557 -0.477 2.436 0.033
H 3.099 0.909 1.801 0.085
H 0.255 1.206 -6.041 0.129
H -6.259 -2.087 7.013 0.091
H -1.374 4.700 -1.161 0.078
H 1.048 1.409 5.325 0.085
H -0.364 -1.117 -1.203 0.128
H -4.810 -4.747 -4.573 0.064
H -3.568 -1.314 -4.681 0.135
H 3.593 -2.830 6.214 0.089
H -2.279 -1.618 -3.554 0.111
H 0.805 -0.126 4.676 0.066
H -3.125 2.865 -3.369 0.097
H -1.677 2.067 -2.662 0.063
H -2.156 -2.492 5.503 0.112
H 3.002 3.941 2.518 0.072
H 6.043 2.255 -4.860 0.068
H -2.259 -3.439 3.441 0.042
H 5.723 3.845 -4.885 0.067
H 0.544 2.775 -3.491 0.074
H 1.891 1.573 -3.305 0.077
H -1.346 -3.418 -4.704 0.066
H 3.542 4.635 -5.372 0.129
H -0.270 -1.143 -5.712 0.029
H -0.973 2.487 -7.695 0.062
H 0.548 4.354 -7.353 0.084
H -1.514 0.353 -4.337 0.094
H -1.304 -1.304 3.488 0.052
H 2.639 2.147 3.621 0.115
H 2.199 -1.812 6.614 0.087
H -2.025 -0.376 0.308 0.070
H 0.026 6.446 0.999 0.071
H -1.553 -0.383 4.887 0.067
H 4.797 1.488 7.275 0.091
H 4.603 0.508 -5.900 0.077
H 0.281 -3.927 6.585 0.132
H 2.362 -3.857 -0.893 0.041
H 1.482 -5.633 4.102 0.078
H 3.475 3.603 0.856 0.089
H -2.740 -0.246 3.582 0.084
H 0.156 -4.190 2.456 0.084
H -2.548 -3.381 -6.023 0.081
H -3.038 -0.041 -1.859 0.066
H 0.365 4.658 -1.179 0.083
H 1.310 1.302 -0.362 0.119
H 3.707 5.215 1.545 0.091
H 1.634 2.847 -2.079 0.094
H -1.095 6.066 2.113 0.069
H -2.749 0.947 -5.392 0.130
H 1.205 5.357 -6.031 0.091
H -1.246 -4.356 4.658 0.102
H -4.875 -2.169 8.101 0.088
H -2.271 1.389 -7.723 0.083
H -4.154 -2.234 2.425 -0.022
```

For the energy relative to the best compared isomer or geometry (same formula, charge and spin), the calculation gives 0.000 eV. The SMILES is COC[C@H](C)N.COC[C@H](C)N.COC[C@H](C)N.COC[C@H](C)N.COC[C@H](C)N.COC[C@H](C)N.COC[C@H](C)N.COC[C@H](C)N.O.O.O.O. For the HOMO-LUMO gap, the calculation gives 9.1 eV. Its charge is 0. The LUMO energy comes out at 0.267 eV. Its highest occupied orbital energy is -8.84 eV. Its energy is -2617.58843 a.u. For the largest force on an atom, the calculation gives 2.5 eV Å⁻¹.